Computed, not measured: a molecular structure, C10H20N4O7Y at a distorted geometry, with ωB97M-V with the def2-TZVPD basis set.

Last column: natural (NBO) charge in e.
CARTESIAN COORDINATES (ANGSTROEM)
1 O -1.26279 0.09157 -4.60017  -0.7142
2 H -1.75095 0.71534 -5.15714  0.4727
3 Y 0.20092 0.09111 0.14443  1.8292
4 N 2.12498 -0.65149 0.97013  -0.3578
5 N 0.40333 -1.69344 -0.97482  -0.3220
6 N -0.08896 1.41490 1.94890  -0.2954
7 N -1.81913 0.72125 -0.10684  -0.3212
8 O 2.83995 -0.03690 1.92258  -0.6109
9 O 0.86747 1.68862 3.01720  -0.5141
10 O -2.58532 0.24117 -1.25303  -0.4891
11 O -0.64061 -2.09686 -1.63614  -0.5264
12 C 1.58295 -2.38275 -0.67626  0.1489
13 C 2.48492 -1.84555 0.34644  0.1700
14 C -1.32839 1.91760 1.97700  0.2655
15 C -2.29024 1.48230 0.87926  0.2974
16 C 3.73215 -2.45020 0.80567  -0.6678
17 H 3.64850 -2.59958 1.88501  0.2564
18 H 4.52611 -1.72985 0.59358  0.2546
19 H 3.86716 -3.38354 0.26165  0.2268
20 C 1.69991 -3.60049 -1.47243  -0.6656
21 H 1.60480 -3.30162 -2.51966  0.2524
22 H 0.86049 -4.24519 -1.19998  0.2522
23 H 2.66870 -4.02716 -1.24146  0.2227
24 C -1.78645 2.83273 3.04654  -0.6876
25 C -3.70621 1.89249 0.84196  -0.6882
26 H -0.89621 3.30176 3.46967  0.2787
27 H -2.30869 2.22926 3.79538  0.2711
28 H -2.45247 3.56063 2.57818  0.2505
29 H -4.23923 1.15943 0.22656  0.2781
30 H -3.72112 2.87825 0.37034  0.2709
31 H -4.05054 1.91375 1.87209  0.2496
32 H 1.68064 1.13980 2.75399  0.5346
33 H -1.92420 -0.26814 -1.81257  0.5333
34 C -0.29637 0.85548 -3.87860  -0.2512
35 H 0.41396 0.14249 -3.42923  0.1839
36 H -0.79608 1.39980 -3.05585  0.1387
37 H 0.22917 1.56177 -4.55451  0.1933
38 O 1.57216 1.81155 -0.43101  -0.9081
39 H 1.09262 2.17251 0.39250  0.4890
40 H 2.23801 1.15559 -0.03407  0.5250
41 O -1.48780 -2.43960 2.24286  -0.3794
42 C -0.90712 -1.61882 1.69187  0.5535

**Energy above the lowest of the compared OMol25 structures with the same formula, charge and spin**: 54.1 kJ/mol
**LUMO energy (spin up / spin down)**: -0.1993 / -0.1992 hartree
**DFT total energy**: -32016.864 eV
**Net charge**: +1
**Largest force on an atom**: 0.08063 Eh/bohr

Computed, not measured: a molecular structure, C28H27FN7O2RbS, with ωB97M-V with the def2-TZVPD basis set.

Last column: natural (NBO) charge in e.
CARTESIAN COORDINATES (ANGSTROEM)
1 Rb 0.45232 1.01503 -1.51588  0.9327
2 O 0.39565 -3.38507 -4.84758  -0.7835
3 C 0.49535 -2.28326 -4.24909  0.5483
4 N 1.14605 -2.00184 -3.14421  -0.6585
5 C 1.82563 -3.13137 -2.58819  -0.2778
6 C 2.16042 -3.00270 -1.12017  0.2505
7 C 2.88372 -4.03926 -0.51208  -0.2752
8 C 3.17388 -3.97119 0.83407  -0.1859
9 C 2.74147 -2.85907 1.54935  -0.2994
10 C 2.04326 -1.87888 0.86735  0.0346
11 N 1.75399 -1.94734 -0.43018  -0.4492
12 C -0.19470 -1.08677 -4.88446  0.1710
13 C -0.20246 -0.93869 -6.27163  -0.2476
14 C -0.77921 0.19277 -6.81451  -0.1898
15 C -1.36558 1.12305 -5.96770  -0.2771
16 C -1.35791 0.86207 -4.60777  0.0463
17 N -0.77651 -0.20541 -4.07883  -0.4505
18 H 2.78024 -3.32902 -3.11191  0.1781
19 H 1.25244 -4.07092 -2.71515  0.1957
20 H 3.19668 -4.88348 -1.11418  0.2027
21 H 3.72651 -4.76655 1.32135  0.1953
22 H 2.93636 -2.74531 2.60703  0.2087
23 H 1.68972 -0.98594 1.37622  0.2373
24 H 0.25129 -1.71300 -6.87376  0.2237
25 H -0.76667 0.35444 -7.88772  0.1926
26 H -1.81368 2.03421 -6.33838  0.2110
27 H -1.82382 1.55305 -3.91254  0.2164
28 C -3.08543 4.97370 0.84687  -0.4113
29 N -1.80170 4.93581 0.20482  -0.3801
30 C -0.57988 5.00226 0.84394  -0.1238
31 C 0.35735 4.84077 -0.12173  -0.0693
32 N -0.26120 4.69165 -1.33674  -0.5851
33 C -1.58673 4.72869 -1.12784  0.2574
34 S -2.82339 4.58244 -2.29055  -0.4769
35 H -3.31599 5.98346 1.20170  0.1782
36 H -3.09952 4.27833 1.68792  0.1946
37 H -3.82773 4.67388 0.10548  0.2540
38 H -0.50315 5.10553 1.91003  0.2064
39 H 1.42683 4.78275 -0.03315  0.2091
40 H 0.34473 4.04895 -2.23817  0.5027
41 C -1.33516 -3.55307 -0.37118  -0.4024
42 N -2.10071 -2.33236 -0.28867  -0.4364
43 C -2.76517 -2.03105 0.94971  -0.4208
44 C -1.95558 -1.36679 -1.22817  0.5179
45 O -2.51576 -0.28306 -1.18226  -0.6444
46 H -1.97677 -4.42032 -0.18061  0.1760
47 H -0.52065 -3.55162 0.35729  0.1941
48 H -0.90433 -3.64726 -1.36732  0.2308
49 H -3.56085 -2.75624 1.15133  0.1737
50 H -3.19036 -1.03189 0.87085  0.2473
51 H -2.05971 -2.04836 1.78611  0.1938
52 H -1.33495 -1.67082 -2.07828  0.1671
53 F 0.95875 3.34734 -2.89980  -0.7409
54 N 1.48149 0.00735 9.57594  -0.3967
55 C 1.38891 0.18904 8.43988  0.2994
56 C 1.27218 0.41479 7.04199  -0.2053
57 C 2.40724 0.34632 6.22478  -0.1801
58 C 2.29252 0.56293 4.87165  -0.2135
59 C 1.04651 0.85302 4.27420  -0.0152
60 C -0.07850 0.91907 5.12126  -0.2094
61 C 0.02768 0.70473 6.47377  -0.1798
62 C 0.92635 1.05868 2.88756  -0.4447
63 C 0.77877 1.21352 1.67000  -0.2773
64 H 3.37280 0.12336 6.66035  0.2095
65 H 3.16668 0.51342 4.23562  0.2192
66 H -1.03931 1.14269 4.67779  0.2216
67 H -0.85080 0.75882 7.10416  0.2100

**Energy above the lowest of the compared OMol25 structures with the same formula, charge and spin**: 47.3 kJ/mol
**LUMO energy**: 0.1458 hartree
**DFT total energy**: -58209.569 eV
**Net charge**: -2
**Largest force on an atom**: 0.01236 Eh/bohr

Computed, not measured: a molecular structure, C22H42GaNP3Se at a distorted geometry, with ωB97M-V with the def2-TZVPD basis set.

Last column: natural (NBO) charge in e.
CARTESIAN COORDINATES (ANGSTROEM)
1 Ga -0.24101 -0.85254 0.25891  0.9189
2 P -1.63398 -0.84704 2.35121  0.9438
3 P 1.30927 -2.84921 0.07148  0.9457
4 P -2.14258 -1.14941 -1.15681  0.8979
5 H 0.15549 3.22892 -0.33610  0.1892
6 C -0.91263 3.44419 -0.46643  -0.4696
7 C -1.64291 3.95029 0.53802  -0.3374
8 H -1.25263 3.99344 1.56054  0.2070
9 C -1.02790 -0.05279 3.87809  -0.9338
10 C -2.00460 -2.58771 2.78659  -0.9440
11 C -3.26921 -0.03825 2.17617  -0.9438
12 C 2.38165 -2.92373 -1.41770  -0.9226
13 C 2.51095 -3.40488 1.33547  -0.9228
14 C 0.30527 -4.36525 -0.14132  -0.9382
15 C -3.16911 0.36705 -1.19004  -0.9435
16 C -3.27319 -2.51124 -0.70493  -0.9412
17 C -1.86071 -1.43558 -2.92187  -0.9449
18 H -1.36756 3.22856 -1.43001  0.2011
19 H -2.64913 4.33587 0.35443  0.2251
20 H -0.70544 0.97356 3.64302  0.2763
21 H -0.17312 -0.60087 4.29382  0.2714
22 H -1.84493 -0.00440 4.61525  0.2827
23 H -1.06464 -3.13533 2.93135  0.2564
24 H -2.56991 -3.07929 1.98571  0.2552
25 H -2.58992 -2.62848 3.71337  0.2963
26 H -3.11482 0.99107 1.82067  0.2707
27 H -3.78206 -0.00051 3.14862  0.2936
28 H -3.91126 -0.56972 1.46296  0.2442
29 H 2.92803 -3.87704 -1.42639  0.2830
30 H 3.09280 -2.08749 -1.40243  0.2755
31 H 1.77378 -2.82719 -2.32543  0.2618
32 H 3.10095 -4.23049 0.91228  0.2877
33 H 1.99049 -3.74048 2.24180  0.2606
34 H 3.18270 -2.58278 1.61037  0.2755
35 H 0.97491 -5.23566 -0.13360  0.2934
36 H -0.24106 -4.32885 -1.09171  0.2557
37 H -0.42257 -4.45621 0.67325  0.2503
38 H -3.79593 0.30572 -2.09518  0.2855
39 H -2.52551 1.25921 -1.24283  0.2728
40 H -3.81915 0.44581 -0.30925  0.2650
41 H -3.98251 -2.63588 -1.53348  0.2965
42 H -3.83585 -2.30613 0.21387  0.2585
43 H -2.70872 -3.44433 -0.57685  0.2618
44 H -2.83070 -1.33643 -3.42631  0.2811
45 H -1.47925 -2.45245 -3.07660  0.2637
46 H -1.14484 -0.70610 -3.32418  0.2856
47 C 1.33420 2.24513 -3.44031  -0.1497
48 C 0.94647 3.56865 -3.16260  -0.2529
49 C 1.18127 4.61378 -4.07383  -0.1709
50 C 1.84035 4.35623 -5.28493  -0.1554
51 C 2.24138 3.04247 -5.57526  -0.2014
52 C 1.96084 2.00322 -4.68233  -0.1782
53 Se 1.19856 0.74562 -2.10098  0.1318
54 H 0.04612 0.91867 -1.02154  -0.0259
55 H 0.45376 3.79505 -2.22053  0.2217
56 H 0.85360 5.63062 -3.81712  0.2473
57 H 2.03425 5.17421 -5.97439  0.2523
58 H 2.78959 2.84447 -6.50544  0.2558
59 H 2.27143 0.98396 -4.93099  0.2228
60 C 3.44104 1.76420 4.05729  -0.1250
61 C 2.89915 2.41188 2.93466  -0.2168
62 C 2.07913 1.68217 2.05708  0.0264
63 N 1.79357 0.38906 2.25213  -0.4816
64 C 2.35395 -0.25533 3.28351  0.0032
65 C 3.16180 0.40490 4.22808  -0.2128
66 H 4.04556 2.30690 4.78673  0.2628
67 H 3.06043 3.46695 2.72522  0.2558
68 H 1.63862 2.16347 1.16393  0.1992
69 H 2.14739 -1.32456 3.37667  0.1906
70 H 3.51057 -0.17167 5.07718  0.2530

**Energy above the lowest of the compared OMol25 structures with the same formula, charge and spin**: 0.0 kJ/mol
**LUMO energy**: -0.4162 hartree
**DFT total energy**: -170547.130 eV
**Net charge**: +3
**Largest force on an atom**: 0.03875 Eh/bohr

Computed, not measured: 3 unconnected molecules or ions with the total composition C4H7NO4 at a distorted geometry, with ωB97M-V with the def2-TZVPD basis set.

Last column: natural (NBO) charge in e.
CARTESIAN COORDINATES (ANGSTROEM)
1 O -0.82811 -0.21315 -1.53286  -0.6547
2 C -1.52969 -0.45163 -0.48534  0.8000
3 C -0.97701 -1.59191 0.36577  -0.3600
4 N -0.02414 -1.22465 1.38291  -0.3975
5 C 0.99373 -0.50989 1.17971  0.4036
6 O 1.52252 -0.17120 0.00653  -0.4876
7 C 0.97731 0.55604 -1.06050  0.3461
8 O -2.01471 0.55304 0.12176  -0.6955
9 H -1.85660 -2.06440 0.82508  0.2177
10 H -0.52992 -2.34670 -0.30235  0.2213
11 H 1.47406 0.00597 2.01827  0.1793
12 H 0.69056 1.24459 -1.86612  0.2575
13 H 1.77572 0.27223 -1.77286  0.1402
14 O 0.31928 2.07044 0.07964  -1.0138
15 H -0.95261 1.54829 0.28906  0.5678
16 H 0.95959 2.32292 0.75129  0.4756

**Energy above the lowest of the compared OMol25 structures with the same formula, charge and spin**: 912.8 kJ/mol
**LUMO energy**: -0.0295 hartree
**DFT total energy**: -13933.177 eV
**Largest force on an atom**: 0.11866 Eh/bohr

Computed, not measured: 3 unconnected molecules or ions with the total composition C12H26BClN2O6P at a distorted geometry, with ωB97M-V with the def2-TZVPD basis set.

Last column: natural (NBO) charge in e.
CARTESIAN COORDINATES (ANGSTROEM)
1 C -3.16753 1.49255 -5.02965  -0.5940
2 C -2.63402 0.43717 -4.04012  -0.6920
3 B -1.29425 0.91518 -3.25413  0.6403
4 O 0.03977 0.46694 -3.74323  -0.7154
5 C 0.89889 1.03163 -2.82505  0.1057
6 C 2.09812 0.11494 -2.69151  -0.5457
7 C 2.61886 -0.13189 -4.07858  0.4922
8 O 3.03492 0.71470 -4.74799  -0.5394
9 C 0.00850 1.26803 -1.53057  -0.2523
10 P 0.85112 0.86925 0.06944  1.0949
11 O 1.31780 2.39662 0.54356  -0.9873
12 Cl -0.69350 0.41808 1.42362  -0.3725
13 O -1.17817 0.60341 -1.79496  -0.7064
14 H -2.54478 2.37691 -5.04625  0.2042
15 H -3.26820 1.10521 -6.03723  0.1788
16 H -4.15222 1.80900 -4.70190  0.1781
17 H -3.40480 0.25306 -3.30428  0.1989
18 H -2.42534 -0.47279 -4.59353  0.1959
19 H -1.25588 2.16408 -3.36115  -0.1963
20 H 1.25897 2.01919 -3.12624  0.1620
21 H 1.84554 -0.82837 -2.22284  0.2241
22 H 2.88952 0.57049 -2.09900  0.2151
23 H 2.59206 -1.17482 -4.44334  0.0829
24 H -0.29674 2.32465 -1.44067  0.1646
25 H 0.55949 2.97583 0.34992  0.4744
26 C 0.00964 -4.44806 -0.08137  0.5280
27 O 0.24609 -3.53855 -0.84518  -0.5971
28 N -0.97173 -4.45297 0.84770  -0.4357
29 C -1.18702 -5.58402 1.72230  -0.3944
30 C -1.83878 -3.28821 0.97704  -0.4236
31 H 0.60010 -5.38526 -0.08294  0.0878
32 H -2.19515 -5.98187 1.57785  0.1867
33 H -1.07274 -5.27668 2.76497  0.1907
34 H -0.46488 -6.36943 1.50622  0.2035
35 H -2.35493 -3.10972 0.03326  0.2217
36 H -1.24327 -2.40690 1.21137  0.2384
37 H -2.56680 -3.45873 1.76707  0.1905
38 C 1.62365 1.67847 3.74539  0.5218
39 O 1.78778 0.47786 3.68755  -0.6163
40 N 1.61065 2.39989 4.89356  -0.4440
41 C 1.41134 3.83264 4.89361  -0.3953
42 C 1.80207 1.70951 6.15463  -0.4141
43 H 1.47149 2.29133 2.84650  0.1384
44 H 2.27674 4.33139 5.33845  0.1848
45 H 0.51881 4.08683 5.47159  0.1866
46 H 1.28432 4.19139 3.87447  0.2175
47 H 2.76754 1.20080 6.15718  0.2093
48 H 1.02190 0.95848 6.28903  0.2112
49 H 1.76506 2.42276 6.97543  0.1927

**LUMO energy**: 0.0896 hartree
**DFT total energy**: -50621.362 eV
**Net charge**: -1
**Largest force on an atom**: 0.09559 Eh/bohr

Computed, not measured: C14H18N6O in the gas phase at a distorted geometry, with ωB97M-V with the def2-TZVPD basis set.

Last column: natural (NBO) charge in e.
CARTESIAN COORDINATES (ANGSTROEM)
1 C 3.99452 3.48847 -4.75432  -0.6079
2 C 3.66594 2.88457 -3.38403  -0.4032
3 C 3.36608 1.39906 -3.39115  -0.4220
4 C 1.99657 1.10041 -4.01566  -0.0777
5 O 0.95915 1.69520 -3.18820  -0.4975
6 C 0.59567 0.98677 -2.08324  0.5182
7 C -0.61251 1.30337 -1.53113  -0.2898
8 C -1.08733 0.59294 -0.47552  -0.1493
9 C -0.38083 -0.49613 0.06219  -0.0033
10 N -0.82569 -1.29920 1.12253  -0.1989
11 N -1.97046 -1.03431 1.63098  -0.1621
12 C -2.24464 -1.75289 2.82193  -0.0971
13 C -1.26651 -2.47593 3.53525  -0.0792
14 C -1.62183 -2.95291 4.78653  -0.3761
15 C -2.88372 -2.74574 5.22452  0.4149
16 N -3.37534 -3.14592 6.39839  -0.7772
17 N -3.83913 -2.12134 4.58817  -0.5444
18 C -3.49005 -1.65863 3.42998  0.4243
19 N -4.48844 -1.00850 2.85451  -0.7699
20 C 0.86839 -0.72189 -0.56763  0.0804
21 N 1.33760 -0.02349 -1.60763  -0.4962
22 H 4.80529 2.91757 -5.23633  0.1975
23 H 4.29248 4.52158 -4.57085  0.2119
24 H 3.13589 3.42679 -5.44422  0.1965
25 H 4.53023 3.02200 -2.74994  0.1990
26 H 2.82078 3.46125 -2.97764  0.2060
27 H 4.17657 0.83793 -3.99849  0.1996
28 H 3.47021 1.07835 -2.31646  0.2347
29 H 1.86283 0.02573 -4.14360  0.1965
30 H 1.96914 1.52187 -5.01805  0.1918
31 H -1.18909 2.08954 -1.99458  0.2265
32 H -2.04297 0.90039 -0.06840  0.2303
33 H -0.27972 -2.67519 3.15309  0.2365
34 H -0.88802 -3.55860 5.34434  0.2212
35 H -2.75033 -3.11466 7.18920  0.3812
36 H -4.27888 -2.72542 6.47791  0.3978
37 H -5.38198 -1.27372 3.25318  0.3947
38 H -4.43887 -0.94513 1.82927  0.3937
39 H 1.48904 -1.52422 -0.18487  0.1985

**Energy above the lowest of the compared OMol25 structures with the same formula, charge and spin**: 121.8 kJ/mol
**LUMO energy**: -0.0148 hartree
**DFT total energy**: -25796.880 eV
**Largest force on an atom**: 0.06847 Eh/bohr